# 1
Below is a molecular structure, C22H23BN8O5Sn, with properties calculated with ωB97M-V with the def2-TZVPD basis set.

Structure (XYZ):
```
60
Properties=species:S:1:pos:R:3
Sn -0.87159 1.59730 0.34022
C -3.47028 2.29853 -1.72574
C -3.46938 3.57944 -1.19074
C -2.39355 4.42725 -1.41968
C -1.31830 3.99506 -2.18519
C -1.31855 2.71387 -2.72554
C -2.39596 1.86447 -2.49709
H -4.31564 1.64328 -1.55782
H -4.31223 3.92034 -0.60422
H -2.39973 5.43131 -1.01635
H -0.49174 4.66495 -2.38589
H -0.48837 2.38334 -3.33722
H -2.40536 0.87259 -2.93228
O -4.17033 0.76611 3.97401
C -3.24748 0.43435 3.07618
O -3.21970 0.85757 1.94634
C -2.23386 -0.51477 3.66436
O -1.49467 -1.05670 2.59623
C -0.33342 -1.73008 2.96573
C 0.94471 0.45078 2.84486
O 2.24662 0.48492 3.16048
O 0.28873 1.33271 2.31296
H -4.77459 1.41289 3.57667
H -2.74046 -1.28920 4.24666
H -1.60510 0.07012 4.34629
H 0.01260 -2.26568 2.08220
H -0.50491 -2.42599 3.79240
C 3.09213 2.29048 -1.42930
C 1.85707 2.60875 -0.88074
N 1.14698 1.49763 -0.66867
N 1.89868 0.45467 -1.07992
C 3.07768 0.91088 -1.52389
B 1.51157 -1.01830 -0.72742
N -0.03343 -1.22268 -0.95991
C -0.61259 -2.26953 -1.55868
C -1.97708 -2.23022 -1.31919
C -2.16080 -1.09626 -0.54399
N -0.98324 -0.50167 -0.32001
N 1.74907 -1.15319 0.75416
C 2.66371 -1.88193 1.30781
C 2.85463 -1.85344 2.70886
C 2.12254 -0.92252 3.59934
N 0.66966 -0.75944 3.38927
N 2.21999 -1.95077 -1.69595
C 2.36400 -1.81185 -3.04122
C 2.76969 -3.01754 -3.55023
C 2.82563 -3.86481 -2.42592
N 2.48706 -3.22651 -1.32045
H 3.88327 2.95996 -1.71492
H 1.44101 3.57436 -0.63743
H 3.83036 0.22615 -1.87724
H -0.01760 -2.99088 -2.09480
H -2.72065 -2.92896 -1.65809
H -3.06196 -0.67533 -0.12693
H 3.30760 -2.54566 0.73122
H 3.61334 -2.47814 3.15909
H 2.39956 -1.00702 4.64656
H 2.16339 -0.87520 -3.53516
H 2.99691 -3.25430 -4.57479
H 3.10433 -4.90549 -2.37935
```

Values from the calculation:
<S²>: 0.778
net charge: +1
E_HOMO (spin up / spin down): -11.61 / -11.61 eV
E_LUMO (spin up / spin down): -0.073 / -0.155 hartree
spin multiplicity: 2

# 2
Below is C22H23BrN4O2S in the gas phase, with properties calculated with ωB97M-V with the def2-TZVPD basis set.

Structure (XYZ):
```
53
Properties=species:S:1:pos:R:3
O 3.64525 1.46567 -0.40422
C 2.59950 0.85712 -0.30079
N 2.29304 -0.21884 -1.06552
C 3.14370 -0.69182 -2.13030
C 2.45687 -0.55042 -3.49272
N 3.37444 -0.79648 -4.57757
C 3.81774 -2.17038 -4.71838
C 4.52470 -2.17325 -6.07264
C 3.77219 -1.11004 -6.89101
C 2.83782 -0.43593 -5.87923
C 1.55885 1.22187 0.70804
C 0.19503 1.10078 0.46198
C -0.72125 1.48439 1.42308
C -0.29414 1.98404 2.64741
C -1.30245 2.39494 3.68850
N -2.31632 1.36777 3.89589
C -1.94445 0.23078 4.55863
S -0.43423 -0.02288 5.15551
N -2.89188 -0.73440 4.73449
C -4.18356 -0.63640 4.29407
C -5.11556 -1.65437 4.50624
C -6.40579 -1.51024 4.04537
C -6.77598 -0.35083 3.36855
Br -8.56044 -0.17475 2.74080
C -5.86966 0.66544 3.14835
C -4.56483 0.52600 3.61285
C -3.59050 1.60325 3.38621
O -3.85289 2.63094 2.80332
C 1.06648 2.11484 2.88905
C 1.98328 1.74846 1.92352
H 1.42191 -0.70162 -0.91650
H 3.41376 -1.73600 -1.94449
H 4.04635 -0.07807 -2.11489
H 2.09720 0.47814 -3.58976
H 1.57723 -1.22649 -3.53601
H 2.96384 -2.87342 -4.72362
H 4.48767 -2.44168 -3.90247
H 5.56525 -1.88113 -5.94178
H 4.49919 -3.15538 -6.54127
H 4.46654 -0.38953 -7.31845
H 3.20373 -1.55585 -7.70604
H 1.80601 -0.81098 -6.00396
H 2.82019 0.65070 -5.97939
H -0.16232 0.73991 -0.49239
H -1.77928 1.40565 1.21550
H -0.80429 2.58928 4.64123
H -1.83737 3.29146 3.36113
H -2.58762 -1.55970 5.23497
H -4.82042 -2.54933 5.03210
H -7.13166 -2.29202 4.20660
H -6.14085 1.57038 2.62650
H 1.40714 2.50220 3.83728
H 3.04284 1.85822 2.09622
```

Values from the calculation:
net charge: 0
E_HOMO: -8.59 eV
E_LUMO: -0.009 hartree
spin multiplicity: 1

# 3
Below is C22H23ClN2O in the gas phase, with properties calculated with ωB97M-V with the def2-TZVPD basis set.

Structure (XYZ):
```
49
Properties=species:S:1:pos:R:3
C -2.98812 -2.76036 2.65628
C -3.05794 -1.97268 1.39331
N -1.68445 -1.61987 0.97522
N -0.75073 -2.50210 0.29517
C 0.29239 -1.72324 -0.10883
C 1.38182 -2.37756 -0.93416
C 2.16701 -1.28037 -1.68405
C 0.80740 -3.11153 -2.14561
C 2.32610 -3.29445 -0.02391
C 0.05908 -0.41265 0.36401
C -1.06974 -0.39803 1.10934
C -1.39992 0.87547 1.65566
C -2.47579 1.22491 2.48873
C -2.74771 2.55859 2.60713
C -1.77282 3.47382 2.13452
C -0.66089 3.04726 1.40351
C -0.53202 1.71941 1.10019
C 0.66389 0.98447 0.41312
O 1.77098 0.87631 1.26308
C 1.10119 1.72685 -0.92523
C 2.45047 2.08560 -1.21235
C 2.73424 2.94610 -2.25256
C 1.73324 3.40301 -3.13987
Cl 1.93902 4.55467 -4.42270
C 0.40742 2.94276 -3.03315
C 0.13767 2.09870 -1.83718
H -3.93103 -2.64824 3.18080
H -2.20678 -2.29534 3.29726
H -2.67251 -3.77171 2.37097
H -3.74136 -2.40146 0.68911
H -3.65616 -1.06970 1.69934
H 1.52986 -0.76515 -2.40241
H 3.05953 -1.67951 -2.11354
H 2.58860 -0.67696 -0.90772
H 1.39229 -2.94216 -3.05820
H 0.79120 -4.17775 -2.01481
H -0.09840 -2.63030 -2.29311
H 1.87555 -3.69602 0.91938
H 3.25092 -2.75211 0.10599
H 2.52422 -4.19641 -0.60810
H -3.17101 0.51254 2.67490
H -3.66572 2.87445 3.15381
H -1.92178 4.54433 2.35318
H -0.05487 3.82152 0.95189
H 1.55201 0.50708 2.08389
H 3.23326 1.80542 -0.45100
H 3.72469 3.36313 -2.28888
H -0.29484 3.30680 -3.79531
H -0.93948 1.90245 -1.68707
```

Values from the calculation:
net charge: 0
E_HOMO: -8.19 eV
E_LUMO: 0.020 hartree
spin multiplicity: 1

# 4
Below is C22H23ClN2O3 in the gas phase, with properties calculated with ωB97M-V with the def2-TZVPD basis set.

Structure (XYZ):
```
51
Properties=species:S:1:pos:R:3
C -0.55240 -3.40237 1.54408
O -1.88802 -3.05305 1.81353
C -2.24490 -1.74759 1.43337
C -1.68291 -0.65001 2.34828
C -2.14720 -0.83584 3.79390
C -1.60444 0.29024 4.67065
C -2.01681 1.64676 4.09900
N -1.58286 1.75579 2.72126
C -0.57847 2.59801 2.39245
O -0.08494 3.38067 3.18162
C -0.11255 2.52780 0.96398
C -0.70760 3.35446 0.00426
C -0.28392 3.36949 -1.30900
C 0.76679 2.52875 -1.64799
N 1.41333 2.30010 -2.84246
C 2.31885 1.42479 -2.57512
C 3.24883 0.79636 -3.54923
C 2.65900 -0.52723 -3.97546
C 1.51225 -0.54745 -4.76058
C 0.94265 -1.75186 -5.13120
C 1.50403 -2.95026 -4.72238
C 2.64233 -2.92290 -3.93449
Cl 3.35492 -4.40911 -3.40952
C 3.22225 -1.72249 -3.55535
O 2.36039 1.01032 -1.28171
C 1.36973 1.71019 -0.67104
C 0.94953 1.69421 0.64387
C -2.12149 0.73486 1.85683
H -0.47095 -4.46911 1.74353
H -0.29614 -3.20767 0.49546
H 0.15396 -2.86550 2.18650
H -1.92842 -1.55455 0.39570
H -3.33788 -1.73067 1.47336
H -0.58865 -0.68636 2.31748
H -3.23958 -0.82768 3.81998
H -1.81421 -1.80592 4.16505
H -1.98267 0.19378 5.68873
H -0.51435 0.23817 4.70684
H -1.55455 2.46421 4.65461
H -3.10630 1.75539 4.13419
H -1.51920 3.99655 0.31241
H -0.74194 4.00563 -2.04808
H 3.34585 1.46186 -4.40689
H 4.22064 0.64657 -3.07879
H 1.06977 0.38721 -5.07030
H 0.05341 -1.76241 -5.74286
H 1.06554 -3.89315 -5.00815
H 4.10740 -1.72580 -2.93801
H 1.42679 1.07256 1.38444
H -1.78857 0.90524 0.83169
H -3.21630 0.79901 1.88156
```

Values from the calculation:
net charge: 0
E_HOMO: -8.84 eV
E_LUMO: 0.018 hartree
spin multiplicity: 1

# 5
Below is C22H23ClN2O5S2 in the gas phase, with properties calculated with ωB97M-V with the def2-TZVPD basis set.

Structure (XYZ):
```
55
Properties=species:S:1:pos:R:3
O 4.67281 -2.10591 -0.30337
S 4.63782 -0.69646 -0.55769
O 5.02153 -0.23271 -1.86287
C 2.98255 -0.09371 -0.21057
C 2.41317 -0.42075 1.00569
C 1.13244 0.02531 1.29169
C 0.45677 0.78407 0.35300
S -1.23152 1.31746 0.66607
O -1.37265 2.65505 0.17738
O -1.52687 1.02815 2.03732
N -2.03871 0.30074 -0.35914
C -2.12396 -1.09616 0.00598
C -3.37968 -1.45136 0.73702
C -3.82694 -1.11014 1.97904
C -5.10252 -1.70937 2.11566
C -5.33117 -2.37186 0.95092
O -4.29519 -2.22408 0.10837
C -2.81615 0.80087 -1.46947
C -4.28989 0.51047 -1.34955
C -4.92705 -0.30189 -2.27807
C -6.27483 -0.59321 -2.16884
C -7.00667 -0.07775 -1.11324
C -6.39176 0.73083 -0.17431
C -5.04286 1.02714 -0.29634
Cl -4.27683 2.03566 0.88621
C 1.02973 1.11463 -0.86082
C 2.31163 0.67167 -1.14634
N 5.47169 0.07217 0.68361
C 6.67768 -0.60601 1.13713
C 7.87438 0.11244 0.47882
C 7.24535 1.26998 -0.30893
C 5.86460 1.42413 0.33326
H 2.97712 -1.02143 1.70069
H 0.64726 -0.19234 2.23052
H -1.25553 -1.30259 0.63678
H -2.06097 -1.70334 -0.90338
H -3.30778 -0.49782 2.68693
H -5.75201 -1.65355 2.96457
H -6.15635 -2.96451 0.61003
H -2.43180 0.36602 -2.40139
H -2.64403 1.88024 -1.48021
H -4.35386 -0.71228 -3.09677
H -6.74948 -1.22669 -2.90250
H -8.05701 -0.30647 -1.01625
H -6.94800 1.13716 0.65451
H 0.46987 1.72072 -1.55512
H 2.80176 0.89858 -2.08033
H 6.71971 -0.52792 2.22719
H 6.59930 -1.65700 0.86314
H 8.42833 -0.55721 -0.17542
H 8.55526 0.48634 1.24305
H 7.83261 2.18412 -0.25448
H 7.11233 0.99017 -1.35339
H 5.91335 2.01601 1.25193
H 5.12303 1.85436 -0.33768
```

Values from the calculation:
net charge: 0
E_HOMO: -8.43 eV
E_LUMO: 0.003 hartree
spin multiplicity: 1

# 6
Below is a molecular structure, C22H23F10InN6O3, with properties calculated with ωB97M-V with the def2-TZVPD basis set.

Structure (XYZ):
```
65
Properties=species:S:1:pos:R:3
In -0.12571 0.28368 1.00515
C 2.45960 0.63674 3.21137
N 2.35425 0.40903 1.77142
C 2.85831 -0.92244 1.39838
C 1.74452 -1.94783 1.54067
N 0.66039 -1.67568 0.60015
C 0.53357 -2.42450 -0.53155
C -0.71475 -2.54240 -1.16610
F -1.76480 -1.93594 -0.58910
C -0.94476 -3.28963 -2.29770
F -2.17981 -3.35370 -2.81309
C 0.08709 -4.00077 -2.88384
F -0.12517 -4.75154 -3.97166
C 1.33839 -3.91706 -2.30844
F 2.36801 -4.56237 -2.86694
C 1.55476 -3.13997 -1.18308
F 2.83703 -3.02997 -0.76907
C 2.98927 1.50208 1.00928
C 1.91131 2.41188 0.43068
N 0.98618 1.64650 -0.39028
C 1.21135 1.46322 -1.71077
C 0.25829 0.75167 -2.46658
F -0.81935 0.26075 -1.79737
C 0.31405 0.53902 -3.82333
F -0.68346 -0.11234 -4.43451
C 1.38958 1.01086 -4.55329
F 1.46387 0.82611 -5.87803
C 2.38509 1.67643 -3.86409
F 3.45846 2.11812 -4.52725
C 2.30777 1.88301 -2.49808
F 3.37609 2.48875 -1.92974
H 3.50473 0.58461 3.54408
H 1.87762 -0.10569 3.75365
H 2.06479 1.62341 3.45597
H 3.74379 -1.19520 1.98925
H 3.14918 -0.89501 0.34924
H 1.32607 -1.88893 2.54669
H 2.14101 -2.95410 1.41705
H 3.56015 1.07909 0.18319
H 3.68919 2.06538 1.63674
H 2.36030 3.24835 -0.10207
H 1.33539 2.83491 1.25725
C -5.00649 -0.73406 -1.78126
O -4.25590 -0.76543 -0.57101
C -3.51192 0.27796 -0.19013
O -2.81981 0.18336 0.80314
N -3.63182 1.41279 -0.93785
N -2.87439 2.53219 -0.56296
H -5.53071 -1.68297 -1.82541
H -4.34560 -0.65923 -2.64832
H -5.73355 0.08007 -1.78002
H -3.87886 1.31252 -1.91039
H -3.37038 3.36504 -0.84753
H -1.95655 2.51261 -0.99517
N -1.42130 -0.19591 5.31171
C -1.17524 0.04466 4.00842
O -0.47355 -0.71887 3.35001
C -1.79980 1.27785 3.40518
C -0.92640 1.86921 2.31268
H -1.11237 -1.06562 5.71240
H -2.05558 0.37934 5.83549
H -2.02848 1.99567 4.19918
H -2.74355 0.94659 2.96596
H -0.09116 2.41725 2.74868
H -1.49823 2.51648 1.65292
```

Values from the calculation:
net charge: 0
E_HOMO: -7.21 eV
E_LUMO: 0.007 hartree
spin multiplicity: 1